Record 1
Molecular formula: C21H49ClN7O11
Method: DFT, ωB97M-V with the def2-TZVPD basis set

Last column: Mulliken charge in e.
CARTESIAN COORDINATES (ANGSTROEM)
Cl (-1.999232, -0.034212, -0.713633)  1.48
O (-3.011900, -0.455530, 5.728943)  -0.71
O (-2.485708, -5.822049, -0.932870)  -0.73
O (-1.277800, -0.732814, -1.770976)  -0.65
O (-3.415195, -0.294468, -0.675302)  -0.69
O (1.096203, 3.239811, 3.951801)  -0.59
O (1.924479, 1.202003, -5.084498)  -0.64
O (-4.155284, -0.238288, -6.327338)  -0.69
O (-1.434413, -0.372762, 0.568621)  -0.48
O (4.322566, 0.428821, 1.871281)  -0.66
O (-1.641044, 1.351954, -0.930151)  -0.65
O (2.499558, -4.483784, -0.280630)  -0.65
N (2.450611, 1.634874, 2.002327)  0.21
N (2.093825, 2.204161, -3.041839)  -0.08
N (-3.326973, 0.128022, -4.251705)  -0.01
N (3.023447, -2.276767, -0.358330)  -0.06
N (-1.218103, -0.168934, 4.379936)  -0.05
N (-0.995369, 3.662695, 3.166817)  0.02
N (-1.566169, -3.948245, -1.824125)  0.15
C (-2.486724, -0.502741, 4.615213)  0.68
C (3.112628, -3.527065, 0.164812)  0.78
C (0.123594, 3.995757, 3.822391)  0.59
C (0.233000, 5.399330, 4.357955)  -1.37
C (2.568028, 1.749312, -4.211838)  0.61
C (-3.355473, -0.697328, 3.365963)  -0.64
C (2.186386, -1.822129, -1.443206)  -0.79
C (-0.221252, 0.339109, 5.329669)  -0.92
C (4.186253, 2.078605, 3.615482)  -1.05
C (1.737622, 0.901157, 0.952357)  -0.98
C (-3.078154, 1.539217, -4.437688)  -0.59
C (-2.344646, -3.898952, 0.462989)  -0.54
C (-4.130289, -2.114311, -4.864910)  -0.74
C (-3.875153, -0.658586, -5.209533)  0.76
C (3.700667, 1.330872, 2.428517)  0.70
C (4.160571, -3.715402, 1.242139)  -1.15
C (0.710068, 2.108732, -2.683184)  -0.95
C (-1.250483, -4.446958, -3.159812)  -0.96
C (4.081041, 2.095339, -4.423224)  -1.10
C (-1.043231, 2.726659, 2.071426)  -0.61
C (-2.082896, -4.663914, -0.822759)  0.64
H (5.119999, -3.302104, 0.938977)  0.31
H (1.044158, 1.611943, 0.523599)  0.32
H (-1.470754, -2.958102, -1.637782)  -0.01
H (-3.611984, 2.152698, -3.709311)  0.26
H (4.341711, 3.006460, -3.885568)  0.33
H (3.463229, 2.724001, 4.109694)  0.18
H (4.221241, -4.714571, 1.663179)  0.33
H (-1.758194, -2.981996, 0.576449)  -0.11
H (-0.075345, -0.429085, 6.086832)  0.36
H (-0.174565, 6.153649, 3.688153)  0.38
H (-0.431364, 5.395927, 5.232825)  0.34
H (-0.159936, -4.422401, -3.225300)  0.29
H (-5.193970, -2.326659, -4.938391)  0.30
H (-0.570794, 2.914488, 1.106838)  0.32
H (-3.719360, -2.264928, -3.864296)  0.03
H (2.793416, 2.503597, -2.387121)  0.24
H (4.233623, 2.154711, -5.495441)  0.33
H (-3.368540, -3.527490, 0.379174)  0.23
H (0.354355, 2.852996, -1.973358)  0.42
H (1.257305, -0.063530, 1.131889)  0.23
H (-3.237458, 0.163310, 2.713042)  0.17
H (1.241821, 5.618791, 4.686942)  0.32
H (-1.515534, -5.491864, -3.280990)  0.37
H (4.681435, 1.304049, -3.970839)  0.26
H (4.440733, 1.397923, 4.433175)  0.28
H (-0.951225, -0.191684, 3.407361)  0.14
H (-0.557537, 1.784880, 2.337515)  -0.19
H (-3.323445, 1.830619, -5.454413)  0.40
H (-4.335663, -0.659721, 3.836964)  0.32
H (-2.182076, -4.471494, 1.371152)  0.41
H (-2.084277, 2.476150, 1.878917)  0.39
H (-1.702174, -3.764074, -3.874454)  0.23
H (-1.888192, 3.996179, 3.485950)  0.30
H (0.345916, 1.112893, -2.425194)  0.23
H (-0.628018, 1.219327, 5.828670)  0.27
H (5.127626, 2.561637, 3.350768)  0.32
H (0.635289, 0.613538, 4.722183)  0.24
H (-2.026385, 1.726045, -4.213864)  -0.05
H (-3.116681, -1.662407, 2.926149)  0.12
H (-2.762403, -0.362690, -3.571170)  0.12
H (1.396975, -1.115086, -1.139142)  0.01
H (2.465991, 0.624111, 0.183859)  0.28
H (2.690124, -1.016381, -1.989431)  0.40
H (1.914700, 2.388298, 2.458444)  0.27
H (0.038520, 2.316182, -3.523825)  0.28
H (1.683599, -2.606348, -1.993955)  0.32
H (-3.636575, -2.789415, -5.561650)  0.26
H (3.822352, -3.161190, 2.128354)  0.29
H (3.353291, -1.562358, 0.277311)  0.21

Cartesian forces, eV/Å:
1.665 1.214 0.717
0.648 -0.324 -0.179
0.599 0.183 -0.086
-1.008 -1.118 -0.126
0.555 0.122 -0.772
-0.803 0.474 -0.625
-0.250 -0.013 0.266
-0.329 0.131 0.213
0.051 -0.836 0.468
0.457 0.160 0.308
-1.296 0.650 -0.107
-0.200 0.109 -0.052
-1.058 0.244 0.353
-0.165 0.085 0.240
-0.053 -0.653 0.198
0.213 0.414 0.914
1.160 0.056 -0.762
-0.547 0.139 -0.815
0.035 0.342 -0.153
-1.355 1.135 0.458
0.053 -1.203 -0.976
1.983 0.005 0.295
-1.162 -0.240 0.871
1.560 0.508 -0.945
0.264 -0.018 1.603
-0.815 1.783 0.450
-1.425 -0.409 -0.312
0.695 0.061 1.055
1.324 0.389 -0.786
0.585 0.030 0.377
0.258 1.006 -0.182
0.701 0.445 0.539
-0.023 0.094 -1.372
-1.308 -1.132 -0.854
-0.597 0.912 1.159
-1.742 -0.240 -0.453
0.714 0.446 0.980
-1.096 -0.602 0.631
-0.173 -2.134 0.254
-1.155 -0.950 0.620
0.060 -0.160 0.038
-0.349 -0.261 -0.244
0.327 -0.017 -0.265
-0.348 -0.151 -0.102
0.021 0.180 -0.311
-0.042 0.435 -0.645
0.051 -0.318 -0.813
0.205 -0.108 -0.252
0.583 0.103 0.015
0.188 -0.083 -0.178
0.179 0.340 0.143
0.009 0.136 -0.473
-0.047 0.112 0.301
-0.037 1.212 0.156
-0.432 -0.522 0.076
-0.267 0.132 0.230
0.252 0.076 0.063
-0.154 -0.303 0.302
0.623 -0.187 0.475
-0.221 0.278 0.974
0.135 -0.328 -0.400
0.023 -0.063 -0.090
-0.554 0.121 0.086
0.063 -0.134 -0.284
0.130 -0.432 -0.397
0.061 -0.012 0.045
-0.175 -0.088 0.305
0.019 -0.032 0.006
-0.267 -0.363 -0.581
-0.264 -0.390 -0.224
0.045 0.048 -0.122
0.020 -0.333 -0.354
0.191 0.583 -0.152
0.492 -0.020 0.574
0.129 0.099 0.021
-0.153 0.314 0.098
0.307 -0.109 0.424
0.066 0.067 -0.345
-0.255 0.167 -0.481
-0.230 0.241 0.343
-0.525 -0.850 0.860
0.041 0.359 -0.118
0.782 -1.037 -0.894
0.609 -0.819 -0.001
0.630 0.169 -0.470
0.539 -0.139 -0.241
0.146 0.215 -0.118
0.216 0.418 -0.157
0.219 0.191 -0.237

Computed properties:
E_HOMO = -0.25137 Ha
Energy relative to the best compared isomer or geometry (same formula, charge and spin) = 139.8 kJ/mol
Total charge = -1



Record 2
Molecular formula: C21H49NO14P4S
Method: DFT, ωB97M-V with the def2-TZVPD basis set

Last column: Mulliken charge in e.
CARTESIAN COORDINATES (ANGSTROEM)
S (-0.421610, -5.083121, 4.266389)  -0.41
P (4.437543, -0.858176, 1.998104)  1.07
P (-1.864005, -4.019175, 3.509869)  0.05
P (6.567330, 3.218461, -3.934297)  1.01
P (-5.994782, 0.797685, 0.968394)  0.90
O (4.509841, -2.511769, 2.501207)  -0.27
O (-3.194442, -1.215967, -2.773749)  -0.16
O (-6.574968, -0.832340, 0.775920)  -0.36
O (7.476271, 4.593974, -3.909148)  -0.31
O (5.152838, 3.517768, -4.443294)  -0.58
O (6.072834, 3.503091, -2.301018)  -0.41
O (-5.010931, 1.132069, -0.471902)  -0.19
O (-0.331171, -0.886032, 4.706510)  -0.57
O (6.075424, -0.854582, 1.807890)  -0.33
O (-7.264703, 1.783451, 0.869659)  -0.77
O (-3.403836, -2.237556, 2.215933)  -0.30
O (4.365175, 0.795529, 1.494954)  -0.50
O (3.747082, -1.309674, 0.706259)  -0.62
O (7.061739, 2.933807, -5.567466)  -0.27
N (0.073468, -2.358344, 2.644556)  -0.16
C (5.419119, 4.719122, -1.977524)  -0.62
C (-3.411559, 1.498365, 2.323359)  -0.15
C (-1.118409, -3.044687, 2.013925)  -0.81
C (-1.463221, -0.462490, 2.262234)  0.17
C (7.259502, 5.581659, -4.902231)  -0.65
C (-3.530177, -2.518469, -0.574019)  -0.03
C (7.948673, 1.839654, -5.687384)  -0.79
C (-0.508964, -1.197213, 3.419718)  -0.20
C (-3.720192, 2.812489, -1.810686)  -0.70
C (-7.411583, -3.015137, 1.681028)  -0.92
C (-2.136347, -1.803333, 1.558252)  1.24
C (4.241730, -2.676164, 3.879355)  -0.70
C (-6.968079, -1.445899, 2.053624)  -0.04
C (-2.408269, 0.502847, 3.203435)  -0.81
C (-2.062777, -1.925125, -0.085619)  -0.73
C (6.674288, -1.829031, 0.970911)  -0.64
C (-5.011629, 2.571402, -0.776203)  -0.32
C (4.880187, 1.155581, 0.223793)  -0.38
C (-2.855742, -1.328123, -4.201673)  -0.70
C (-4.989921, 1.121841, 2.558841)  -0.84
C (-3.671368, -2.502128, -2.240240)  -0.68
H (-4.072277, -1.510433, 2.014071)  -0.19
H (7.473640, 6.561489, -4.467861)  0.27
H (4.316513, -3.737051, 4.129809)  0.24
H (3.228748, -2.328803, 4.100970)  0.28
H (-2.802376, 3.324076, -1.271982)  0.23
H (5.093892, 4.660671, -0.935053)  0.27
H (-6.094150, -1.555460, 2.834519)  0.06
H (7.569234, -1.393733, 0.519042)  0.25
H (-3.080475, -3.442763, -2.610186)  0.44
H (-8.417391, -3.076722, 1.085830)  0.32
H (-5.483677, 2.077713, 3.076306)  0.44
H (6.106273, 5.563133, -2.071103)  0.26
H (-5.027842, 0.271263, 3.361479)  0.39
H (-2.993847, -4.827087, 3.065823)  0.10
H (-3.040714, 1.427969, 1.215686)  0.06
H (7.452582, 0.925366, -5.349929)  0.35
H (-0.909685, 0.033026, 1.348842)  0.42
H (-7.922032, -0.890879, 2.493178)  0.36
H (6.229849, 5.583688, -5.266203)  0.35
H (-1.851880, -0.719631, -4.417311)  0.22
H (-2.278416, -3.052224, 4.533426)  0.04
H (-7.353238, -3.733806, 2.611404)  0.31
H (-1.169845, -2.567051, -0.486111)  0.37
H (-3.731758, -0.949463, -4.915531)  0.24
H (-4.333428, -1.754624, -0.191055)  -0.10
H (4.644117, 2.209136, 0.049933)  0.09
H (-3.238059, 2.609328, 2.720662)  0.37
H (-2.000076, -0.810540, -0.489128)  0.13
H (-3.326098, 1.742648, -2.156274)  0.04
H (-6.563597, -3.392452, 0.930792)  0.14
H (8.847105, 2.017724, -5.091291)  0.35
H (4.966661, -2.113248, 4.472495)  0.34
H (-4.827347, -2.607171, -2.507914)  0.22
H (-1.694389, 1.216792, 3.838690)  0.36
H (-0.943801, -3.904401, 1.233251)  0.49
H (-2.607669, -2.443395, -4.515404)  0.27
H (-4.037753, 3.422809, -2.770129)  0.30
H (4.424637, 0.572532, -0.579582)  0.34
H (8.228883, 1.725327, -6.737246)  0.24
H (4.534212, 4.882317, -2.596548)  0.32
H (7.944433, 5.414224, -5.735714)  0.24
H (-4.952071, 3.227066, 0.191113)  0.32
H (5.966626, 1.043902, 0.202120)  0.26
H (-5.975729, 2.792184, -1.441003)  0.31
H (6.006668, -2.153239, 0.169762)  0.34
H (6.972738, -2.689732, 1.572559)  0.25
H (-2.981095, -0.174032, 3.970878)  0.26
H (0.865328, -2.074866, 2.026971)  0.26
H (-3.795786, -3.565839, -0.124719)  0.29

Cartesian forces, eV/Å:
-0.238 -0.413 -0.003
2.740 -2.071 -9.459
0.827 -0.078 0.456
-5.522 8.083 -2.337
-4.855 3.254 -2.849
-0.898 2.025 2.213
0.241 -2.228 -1.130
2.062 2.301 1.755
0.176 -0.757 1.234
0.555 -1.489 0.304
1.955 -3.156 0.408
-1.444 -0.581 3.406
-1.038 -2.105 -8.507
-0.444 1.195 0.622
4.779 -3.625 0.920
0.245 2.704 -1.760
-1.196 0.224 3.662
-0.942 0.230 1.338
1.140 -2.156 1.946
-0.627 0.150 0.845
0.162 0.792 -0.179
0.871 -0.048 0.707
-0.666 1.246 0.914
-1.082 -0.716 1.688
0.380 0.181 -0.687
-0.087 1.398 -0.904
0.506 -0.428 -0.502
1.289 1.341 2.648
0.349 -0.728 0.361
1.418 0.267 -0.869
1.615 -2.323 0.358
-0.081 -0.553 0.813
-1.568 -2.122 0.586
0.198 0.892 -0.667
-2.084 1.400 0.012
0.358 -0.683 0.179
0.242 0.912 -2.122
0.734 -0.149 -0.460
0.670 -0.199 -1.100
0.895 0.782 1.027
-0.831 -0.513 1.466
1.062 -1.466 0.364
0.073 -0.222 0.175
-0.019 0.159 -0.068
0.014 -0.197 0.236
-1.989 -0.860 -1.096
0.257 -0.311 -0.056
-1.674 0.561 -1.565
-0.114 0.173 0.202
-0.927 1.935 0.217
1.858 0.209 1.451
0.663 -2.279 -1.447
-0.090 -0.010 -0.023
-0.194 1.428 -1.738
0.593 1.064 0.245
-1.077 0.277 1.976
0.188 -0.132 -0.141
-0.604 -0.599 2.376
2.286 -0.947 -0.780
0.003 -0.220 0.055
-2.385 -1.092 0.589
-0.207 -0.657 -1.271
-0.428 1.665 -1.780
-1.658 1.347 0.998
1.824 -0.691 1.692
1.464 -1.529 -0.670
-0.061 -0.106 0.382
-0.437 -2.460 -1.067
-0.019 -2.481 0.451
-1.035 2.267 0.676
-1.801 0.764 1.604
0.191 -0.177 -0.100
0.001 -0.103 0.237
2.440 -0.002 0.515
-1.416 -1.853 -1.432
0.147 2.106 1.382
-0.601 2.182 0.782
0.649 -1.189 2.149
0.001 -0.143 0.251
-0.043 0.044 0.146
0.207 -0.172 -0.155
-0.152 0.104 -0.056
-0.215 -1.206 -1.951
-0.069 -0.002 -0.066
1.931 -0.314 1.980
-0.167 0.050 0.145
-0.019 -0.050 -0.185
1.042 1.315 -1.551
-0.968 -0.363 0.602
0.674 1.921 -1.011

Computed properties:
E_HOMO = -0.29872 Ha
Structure (SMILES) = CCOP(=O)(CCC[C@H]1C(=O)N[C@@H]([PH2]=S)[C@]1(O)CCCOC)OCC.COP(=O)(OC)OC.COP(=O)(OC)OC



Question: Look up the E_HOMO of the first one.
Answer: -0.25137 Ha



Question: Which of these has the lowest E_HOMO?
Answer: C21H49NO14P4S



Question: Among the records above, which one has the lowest E_HOMO?
Answer: C21H49NO14P4S



Question: Among the records above, which one has the lowest E_HOMO?
Answer: C21H49NO14P4S